Entry from the Open Molecules 2025 dataset: a molecular structure, C11H23CrP2 in a non-equilibrium geometry (ωB97M-V/def2-TZVPD).

The geometry in XYZ format:
```
37
Properties=species:S:1:pos:R:3:forces:R:3
C -1.17216 -0.69364 -3.62589 1.2048 0.6096 -0.1180
C -1.92277 0.49631 -3.29881 0.5488 -0.5800 -0.1724
C -1.01457 1.52107 -2.91627 0.4135 -1.2063 0.3060
C 0.31454 1.00091 -2.96839 -0.2870 -0.7986 -0.7483
C 0.26563 -0.36808 -3.43303 -1.5192 0.8705 -0.4447
Cr -0.65677 -0.64129 -1.48000 -0.4852 1.5823 -0.4961
P -0.70883 -2.91237 -1.28151 -0.0829 0.8306 0.2388
H -1.56439 -1.59667 -4.10493 0.1795 0.4665 0.2214
H -2.99835 0.62647 -3.45798 0.4966 -0.1495 0.3098
H -1.26330 2.54292 -2.66250 -0.0747 -0.1303 0.1071
H 1.11334 -0.98035 -3.74856 -0.3608 0.2147 0.2598
H 1.21678 1.60141 -2.86784 -0.2262 -0.2648 0.1896
H 0.52682 -3.52668 -1.70388 -0.8254 -0.1304 0.2128
H -1.73582 -3.57069 -2.02215 0.4528 -0.2969 0.1838
H -0.92607 -3.50352 -0.01018 0.1991 -0.6141 -0.2961
C -2.05815 0.46518 2.58447 -0.2342 0.0235 -0.1129
C -0.86082 1.18305 1.95800 0.2810 0.4354 0.2519
P 0.03714 0.26740 0.66670 -0.2939 -1.2171 -1.4457
C 1.43350 1.36142 0.20003 0.0605 0.2376 0.4635
C 2.24039 1.95168 1.35654 0.3756 0.2305 -0.1806
C 0.78869 -1.21899 1.44694 0.0832 0.2798 0.6113
C 1.22653 -1.08048 2.89780 0.3134 -0.3818 0.4491
H -2.92596 0.50094 1.90876 0.3006 -0.1379 0.1853
H -2.33995 0.97965 3.51096 -0.0043 -0.1721 -0.1511
H -1.85407 -0.58744 2.82393 -0.0092 0.2721 -0.0635
H -1.20064 2.09740 1.45057 0.0449 -0.1043 0.1544
H -0.14406 1.51155 2.72895 -0.2774 -0.1974 -0.1569
H 2.07975 0.79021 -0.48572 -0.2749 0.1186 0.2114
H 0.97915 2.16296 -0.40410 0.1526 -0.2308 0.1697
H 2.78997 1.19010 1.92019 -0.1433 0.1395 -0.1462
H 2.98070 2.64725 0.94746 -0.0196 -0.0192 0.1702
H 1.61438 2.51504 2.05593 0.1076 -0.0947 -0.1174
H 0.05364 -2.03376 1.35299 0.2532 0.3507 0.0373
H 1.64230 -1.49118 0.80703 -0.2512 0.0582 0.0751
H 0.40306 -0.81913 3.57292 0.0830 -0.0023 -0.2081
H 1.61813 -2.04519 3.23814 0.0036 0.1150 0.1169
H 2.02221 -0.34347 3.04343 -0.1847 -0.1072 -0.0676
```
Forces are in eV/Å.

As for the expectation value of S²: 3.8169. As for the spin multiplicity: 4. The HOMO-LUMO gap (spin up / spin down) comes out at 0.259 / 0.213 Eh. The LUMO energy (spin up / spin down) is 0.68 / 0.61 eV. The calculation puts the total energy at -2159.9887 hartree.

---

Entry from the Open Molecules 2025 dataset: a molecular structure, C11H23IrN2O4P2 in a non-equilibrium geometry (ωB97M-V/def2-TZVPD).

The geometry in XYZ format:
```
43
Properties=species:S:1:pos:R:3:forces:R:3
Ir 0.36974 0.57568 0.53687 -0.7962 -2.8981 -3.3953
P -1.86682 -0.38656 0.13814 -0.2279 -0.3006 1.2501
C -2.03478 -1.93359 -0.71093 0.0573 -0.5357 -0.7561
C -1.09364 -2.20988 -1.71831 0.3995 0.3112 0.0148
N 0.00222 -1.37987 -1.68464 -0.3067 0.2790 -0.6218
C 0.80243 -1.26954 -2.73046 0.1155 0.2200 -0.0500
C 0.63840 -2.07916 -3.86607 0.0646 -0.2732 0.2298
C -0.37020 -3.04482 -3.86613 0.1968 0.1909 -0.0799
C -1.23954 -3.12583 -2.79572 -0.4022 0.3822 0.5974
C 1.88153 -0.20904 -2.60360 -1.0124 -0.0104 -0.3285
P 2.06183 0.15338 -0.81617 4.3654 -0.9354 -1.6873
H -2.10040 -3.78964 -2.79133 0.2502 -0.0094 -0.0435
H 1.32129 -1.96954 -4.69932 -0.1182 -0.0045 -0.0222
H -0.50380 -3.70265 -4.71853 0.0671 0.0835 0.0740
H 2.81278 -0.54535 -3.07510 0.0822 0.0964 0.5319
H 1.63526 0.74320 -3.09995 -0.3111 -0.3621 -0.0351
H 0.38735 -5.69511 1.52339 -0.0422 -0.2900 0.0009
H -2.91660 -2.55931 -0.58041 0.0813 0.2383 0.0029
H 3.08049 -0.90518 3.68592 -0.2825 -0.3173 0.9063
O 0.70349 -5.06348 2.17014 -0.0887 0.2045 0.5163
H 0.55405 -5.47639 3.03965 0.1191 0.1544 -0.5518
H 1.50485 -0.50426 0.65674 -0.3380 -0.7248 1.6478
O 2.52489 -1.25138 4.41917 -1.1061 -0.0656 -2.0001
H 1.70106 -1.54672 3.92790 1.3918 0.3554 1.1058
C 3.13553 -1.29593 -0.31769 -0.3756 -0.1945 0.3761
H 3.92222 -1.53932 -1.03564 -0.1402 0.3031 -0.0858
H 3.59977 -1.11614 0.66147 -0.0437 0.2390 -0.2389
H 2.51715 -2.18990 -0.16498 0.0148 0.1230 -0.2244
C 3.20124 1.54257 -0.78031 0.0710 0.5302 0.0338
H 3.16980 2.01043 0.20961 0.2061 -0.0107 -0.2214
H 4.22735 1.24568 -1.03178 -0.2633 -0.0604 0.1014
H 2.85507 2.26353 -1.52701 0.0670 0.1060 0.1907
C -2.61563 1.00313 -0.74211 -0.0567 -0.6726 -0.0142
H -3.65918 0.70944 -0.89302 -0.0334 0.5370 -0.1775
H -2.50346 1.89396 -0.10078 -0.2681 -0.2389 -0.4841
H -2.07906 1.08699 -1.69816 -0.3588 0.2856 0.2212
C -2.75491 -0.67315 1.69926 0.0371 0.2631 -0.0050
H -2.83660 0.25359 2.28154 -0.0157 -0.2839 -0.1498
H -3.76008 -1.02936 1.45232 0.0605 0.0217 0.0447
H -2.23789 -1.43528 2.29989 -0.1068 0.2317 -0.2339
O -0.85772 3.01021 1.87122 0.8775 -1.7336 -0.7128
N -0.39217 1.94805 1.58652 -2.1275 3.3897 3.5500
O -0.44920 0.87323 2.37338 0.2969 1.3756 0.7235
```
Forces are in eV/Å.

The value obtained for the relative energy (zero: lowest compared OMol25 entry of this formula, charge and spin) is 145.82 kJ/mol. As for the expectation value of S²: 6.0696. As for the spin multiplicity: 5. The HOMO-LUMO gap (spin up / spin down) comes out at 0.272 / 0.220 Eh. The LUMO energy (spin up / spin down) is -7.48 / -10.00 eV. The calculation puts the total energy at -1629.5925 hartree. As for the total charge: +2.

---

Entry from the Open Molecules 2025 dataset: a molecular structure, C11H23N2O4P2Pb in a non-equilibrium geometry (ωB97M-V/def2-TZVPD).

The geometry in XYZ format:
```
43
Properties=species:S:1:pos:R:3:forces:R:3
Pb -1.42136 -0.18150 1.58726 -1.0622 1.7167 -0.3714
P -1.54463 2.24761 0.13034 0.7127 -1.1800 0.7902
C -0.46884 2.23748 -1.23883 -1.9446 -0.6537 -2.0326
C 0.64458 1.36197 -1.36177 -0.8053 -0.1079 -0.4977
N 0.67722 0.21685 -0.61197 -0.1239 0.5329 1.0637
C 1.89254 -0.17107 -0.24560 2.2732 -0.0216 0.4530
C 3.06135 0.38717 -0.75585 -0.4827 -0.6680 0.8076
C 2.98848 1.29439 -1.78553 -0.9070 0.4508 -1.5755
C 1.73883 1.69501 -2.21641 0.0497 -0.1221 0.5671
C 2.10154 -1.12061 0.91024 0.2090 -0.4074 0.4811
P 0.66793 -2.21064 1.25992 2.1878 -0.7385 0.1248
H 1.57121 2.37354 -3.05217 0.1451 0.1019 0.4608
H 4.00184 0.12396 -0.32476 0.4330 -0.2588 0.1538
H 3.86654 1.69046 -2.27894 0.0884 -0.1118 0.0610
H 2.99668 -1.76433 0.75603 -0.5650 0.3736 -0.0440
H 2.32176 -0.55546 1.83856 -0.2587 -0.0520 -0.4234
H -2.22405 -0.74057 -4.26760 -1.5806 0.6521 1.0548
H -1.03825 2.29302 -2.19897 0.5769 0.7935 0.5173
H -1.13562 -2.54878 -1.63466 -0.5358 0.2318 1.0221
O -2.88997 -0.71161 -3.52325 0.4664 0.0634 -0.4265
H -3.54548 0.02229 -3.60914 1.2070 -0.8519 -0.4727
H -1.23493 -1.62267 -0.18934 -1.0046 -1.7173 -1.1796
O -1.61724 -2.47880 -0.75597 1.4356 1.1430 -0.4830
H -2.57110 -2.49449 -0.92353 -0.4057 0.4784 0.0478
C 0.91599 -3.37525 -0.12728 -0.1552 -0.4833 -0.3520
H 1.95139 -3.73343 -0.12626 -0.2167 -0.0188 0.0864
H 0.22391 -4.22400 -0.03722 0.2952 0.1232 -0.0742
H 0.76832 -2.89523 -1.09851 0.1277 0.0461 0.0262
C 1.39747 -3.25749 2.58685 -0.3039 -0.0547 0.4652
H 0.70861 -4.06399 2.85974 0.0644 0.1291 -0.0719
H 2.35125 -3.70876 2.29818 -0.1324 0.1433 -0.2297
H 1.58183 -2.67273 3.49076 -0.1191 0.0735 -0.0744
C -0.78641 3.48220 1.20289 -0.0416 0.8970 0.5370
H -1.07747 4.47432 0.80803 0.2356 -0.2875 0.2703
H -1.07099 3.40840 2.27244 0.1339 0.0577 -0.6128
H 0.31408 3.38569 1.08343 -0.7493 -0.0530 0.1624
C -3.25473 2.75684 -0.29168 -0.2437 0.1016 -0.1577
H -3.94457 2.63361 0.56306 0.5144 0.1484 -0.2411
H -3.27393 3.80982 -0.61386 0.0164 -0.3315 0.0809
H -3.66272 2.13427 -1.10660 0.3559 0.2174 0.2581
O -1.69480 0.55850 3.88864 3.2411 0.8707 -0.7471
N -0.49427 1.01647 3.96146 -1.1127 -0.5301 -1.0262
O 0.20801 0.92754 2.87787 -2.0188 -0.6963 1.6020
```
Forces are in eV/Å.

The value obtained for the relative energy (zero: lowest compared OMol25 entry of this formula, charge and spin) is 521.07 kJ/mol. The HOMO-LUMO gap comes out at 0.178 Eh. The LUMO energy is -4.22 eV. The calculation puts the total energy at -1718.5203 hartree. As for the total charge: +1.

---

Entry from the Open Molecules 2025 dataset: a molecular structure, C11H23N2O4P2Sn in a non-equilibrium geometry (ωB97M-V/def2-TZVPD).

The geometry in XYZ format:
```
43
Properties=species:S:1:pos:R:3:forces:R:3
Sn 0.01204 -0.34353 -0.04692 -0.6542 -1.1856 0.9077
P -2.39317 0.24217 -0.65878 0.1856 0.1617 0.0177
C -2.13289 0.50842 -2.42489 0.1289 0.4208 0.8673
C -0.83521 1.11046 -2.79952 0.7078 1.2923 0.4897
N 0.24764 0.94485 -1.98605 0.2774 -0.4999 -1.0047
C 1.47134 1.36446 -2.40077 -0.4940 -0.0291 0.0735
C 1.61944 2.10788 -3.56620 0.4864 -0.3486 0.5695
C 0.51461 2.38152 -4.35289 -0.4795 -0.1271 0.1440
C -0.72359 1.89037 -3.96116 -0.0207 -0.4117 0.0277
C 2.69994 1.03162 -1.55271 0.0825 0.5835 -0.2385
P 2.53859 -0.44445 -0.51327 -0.7731 0.3308 -0.1896
H -1.62464 2.05269 -4.55495 0.3451 -0.0148 0.1269
H 2.61819 2.45453 -3.81600 -0.2045 -0.0331 -0.1374
H 0.61888 2.95347 -5.26748 -0.0378 0.0103 0.0964
H 3.55654 0.87270 -2.22446 -0.1889 0.2072 0.1596
H 2.92984 1.90050 -0.91275 -0.0343 -0.3043 -0.1001
H -2.11322 -0.53105 -2.86422 -0.2041 -0.3163 0.0887
H -2.96524 1.02808 -2.83916 -0.5789 0.5581 -0.5244
H -1.03953 -2.19424 -2.57314 -0.5397 -0.0302 -0.4931
O -1.94453 -2.00500 -3.20375 -0.0111 -0.4553 0.0237
H -1.91475 -2.03179 -4.16256 0.4432 -0.3864 0.0299
H -0.42768 -1.79615 0.82028 0.4968 0.8479 0.5511
O -0.24151 -2.29949 -1.51888 0.4087 0.7051 -0.3003
H -0.22213 -3.25173 -1.31960 0.0711 0.6867 0.3189
C 2.96779 -1.82884 -1.56688 0.2372 -0.3142 -0.0922
H 3.94096 -1.64038 -2.03168 -0.0690 -0.0719 0.0745
H 3.02376 -2.74007 -0.96434 -0.0194 0.0911 -0.0957
H 2.20441 -1.97944 -2.33594 0.0074 0.1015 0.1864
C 3.70329 -0.30292 0.84197 0.2383 0.0254 0.2685
H 3.66765 -1.21680 1.44249 -0.0009 0.1196 -0.0754
H 4.71710 -0.17382 0.45147 -0.0892 -0.0336 0.0401
H 3.45322 0.54840 1.48437 -0.0503 -0.1460 -0.1649
C -3.05858 1.70571 0.18188 -0.0896 0.3755 0.0864
H -4.01138 2.00975 -0.28230 0.3217 -0.1250 0.1460
H -3.23330 1.48132 1.24811 0.0859 -0.0197 -0.4450
H -2.34422 2.54474 0.14743 -0.2131 -0.3789 -0.0655
C -3.59432 -1.09541 -0.44717 0.0418 -0.1035 0.0075
H -3.79085 -1.22974 0.62674 0.0589 0.0468 -0.3362
H -4.52927 -0.82276 -0.96010 0.2768 -0.1158 0.1617
H -3.19155 -2.02277 -0.87675 -0.1167 0.2970 0.0629
O -1.00925 2.01173 2.98448 0.9206 -0.1375 -1.1453
N -0.27109 1.22612 2.46222 -0.6411 -0.7651 1.4063
O 0.17847 1.53761 1.24983 -0.3119 -0.5080 -1.5240
```
Forces are in eV/Å.

The value obtained for the relative energy (zero: lowest compared OMol25 entry of this formula, charge and spin) is 0.00 kJ/mol. The HOMO-LUMO gap comes out at 0.311 Eh. The LUMO energy is -3.24 eV. The calculation puts the total energy at -1740.1055 hartree. As for the total charge: +1.

---

Entry from the Open Molecules 2025 dataset: a gas-phase ion, C11H23N4O3 (charge +1) in a non-equilibrium geometry (ωB97M-V/def2-TZVPD).

The geometry in XYZ format:
```
41
Properties=species:S:1:pos:R:3:forces:R:3
O 1.28521 2.22463 -2.12391 -0.6431 -0.2469 -2.4561
O -0.20233 -1.62431 -0.72119 -0.0776 -2.5137 1.1185
O -1.41153 -0.82166 2.23118 0.0118 -1.9894 2.0231
C 0.75358 2.00320 -3.25390 0.8180 -0.0181 3.3516
C -0.15666 -0.55056 -1.24061 0.7427 1.5839 -1.8259
C -1.73714 -0.07516 1.35276 2.0763 1.8010 -2.1380
N -2.88401 0.00778 0.72138 -2.7023 -0.3946 -0.6104
N 0.08889 0.85433 -3.45938 -1.4573 -1.2186 -1.3921
N -0.39696 0.59818 -0.63361 -0.1292 2.2213 -0.6151
C 0.78998 2.92970 -4.40629 0.6717 2.0796 2.7396
C -4.04694 -0.83768 1.04921 -0.4649 1.5295 2.2897
C 0.22416 -0.44240 -2.77550 0.9540 0.3873 1.1102
C 1.76972 0.20727 1.50349 -0.6997 3.0071 1.1167
C 1.76486 -0.75499 2.70542 0.6892 1.9427 0.9974
C 0.58203 1.24367 1.55992 -0.3876 -1.9125 -1.2157
C 2.09964 -2.10963 2.22597 0.4094 -0.9248 1.3216
C -0.71083 0.90203 0.74458 1.2483 -0.7781 0.6000
N 0.77262 -2.82604 2.26918 0.5348 0.2512 -0.8219
H -3.04373 0.72769 0.01893 0.4387 -0.3773 0.4166
H -0.51115 0.81954 -4.31245 1.0344 -0.0348 1.1204
H -0.07162 1.44269 -1.13697 -0.0540 -0.7671 0.1767
H 1.75189 2.71857 -4.80694 0.6378 -0.1741 -1.2130
H -0.06424 2.72635 -5.01134 -0.2369 0.5291 -0.9004
H 0.92927 3.98161 -3.93044 -0.8120 -1.6129 -1.2501
H -4.96770 -0.53383 0.53458 0.6625 -0.0978 -0.2868
H -3.83069 -1.86982 0.94603 0.1917 -0.9387 -0.4457
H -4.29423 -0.67982 2.14984 0.3526 -0.2500 -1.2201
H 1.28899 -0.84626 -2.88245 -1.5086 0.4258 0.0967
H -0.50241 -1.09285 -3.23679 0.1572 -0.4292 -0.3146
H 1.92084 -0.16855 0.49315 -0.6110 -0.6307 0.1028
H 2.67702 0.85596 1.60018 -0.5777 -0.5231 0.0921
H 2.56034 -0.36663 3.32793 0.3418 -0.2000 0.3212
H 0.89017 -0.68183 3.42422 0.6356 -0.1834 -1.3023
H 0.92889 2.13142 1.10749 0.4773 1.1122 -0.6486
H 0.24375 1.54925 2.52736 0.1832 -0.2294 1.0076
H 2.97023 -2.60650 2.72397 -1.3700 -0.1105 0.0758
H 2.41586 -1.96586 1.23719 0.1038 -0.5738 -1.5557
H -1.18945 1.83862 0.68971 -0.8894 1.2435 -0.0308
H 0.71613 -3.53050 2.96228 -0.0697 -0.6458 1.2826
H 0.53183 -3.29004 1.41690 -0.1215 -0.2304 -1.1189
H 0.06568 -2.08755 2.40894 -0.5606 -0.1085 0.0013
```
Forces are in eV/Å.

The value obtained for the relative energy (zero: lowest compared OMol25 entry of this formula, charge and spin) is 31.52 kJ/mol. The HOMO-LUMO gap comes out at 0.367 Eh. The LUMO energy is -2.35 eV. The calculation puts the total energy at -877.4768 hartree. As for the total charge: +1.